# 1
{"formula": "C25H36FN3O4", "method": "ωB97M-V/def2-TZVPD", "multiplicity": 2, "charge": -1, "lumo_energy_ha": [0.0750, 0.0736], "s_squared": 0.760, "gap_ev": [1.6, 6.1], "species": ["N", "C", "C", "C", "C", "C", "H", "H", "H", "H", "H", "N", "C", "C", "C", "C", "C", "H", "H", "H", "H", "H", "N", "C", "C", "C", "C", "C", "H", "H", "H", "H", "H", "C", "O", "H", "H", "H", "H", "C", "O", "H", "H", "H", "H", "C", "O", "H", "H", "H", "H", "C", "O", "H", "H", "H", "H", "F", "C", "C", "C", "C", "C", "C", "H", "H", "H", "H", "H"], "xyz": [[3.60872, 3.81918, -3.57399], [3.49283, 2.87623, -4.57395], [3.04379, 1.55932, -4.36797], [2.71832, 1.21382, -3.03532], [2.84344, 2.12917, -2.00005], [3.23993, 3.43859, -2.31788], [3.71788, 3.25587, -5.55966], [2.86519, 0.81934, -5.13408], [2.38602, 0.19710, -2.88619], [2.73619, 1.99639, -0.93362], [3.43450, 4.27907, -1.66817], [-0.51858, 0.80084, 2.79292], [0.68484, 0.88934, 3.45049], [1.00383, 1.80189, 4.45014], [-0.02306, 2.59255, 4.89825], [-1.31557, 2.47262, 4.36487], [-1.53272, 1.55712, 3.35715], [1.46100, 0.22072, 3.10855], [1.96973, 1.92380, 4.91766], [0.21481, 3.20320, 5.75669], [-2.14532, 3.05791, 4.73276], [-2.50231, 1.47112, 2.88929], [-0.69618, -0.23843, -5.84583], [-0.96012, -1.57944, -5.85415], [-0.90860, -2.30105, -4.72462], [-0.51542, -1.67611, -3.50577], [-0.26358, -0.27471, -3.51109], [-0.37484, 0.41802, -4.68019], [-1.04267, -2.00828, -6.84192], [-1.07006, -3.35370, -4.90422], [-0.46440, -2.19665, -2.56087], [-0.07186, 0.14197, -2.53333], [-0.24482, 1.48941, -4.72047], [-3.51878, -0.11364, -0.48043], [-4.55598, -1.04618, -0.26492], [-3.88291, 0.71798, -1.08367], [-3.20463, 0.28077, 0.48593], [-2.62039, -0.46580, -0.98737], [-5.40755, -0.67906, -0.51319], [0.79567, -0.86621, 0.19824], [-0.15856, 0.17096, 0.16005], [1.85721, -0.62518, 0.14217], [0.67833, -1.44630, 1.11357], [0.58510, -1.65786, -0.52082], [-0.31367, 0.51781, 1.04166], [-0.94879, 3.34139, -0.32934], [-0.42665, 2.42344, -1.32070], [-1.34084, 4.24911, -0.78807], [-1.78021, 2.91351, 0.23081], [-0.23657, 3.71061, 0.40858], [-0.37729, 1.52487, -0.98645], [4.77482, -0.12131, 1.35400], [3.72207, -0.30796, 2.30355], [4.40306, -0.08078, 0.33016], [5.27218, 0.83532, 1.51394], [5.53635, -0.90106, 1.34115], [3.78678, -1.19807, 2.65728], [0.18086, -4.04526, 1.77571], [-1.05354, -3.96574, 2.32831], [-1.26745, -4.49356, 3.59947], [-2.55598, -4.23352, 4.22379], [-3.55581, -3.56403, 3.49146], [-3.32304, -3.16442, 2.21408], [-2.12578, -3.37624, 1.61004], [-0.48206, -5.01361, 4.12777], [-2.78741, -4.45180, 5.25587], [-4.40935, -3.20546, 4.04760], [-4.13142, -2.65190, 1.71383], [-1.89861, -3.00708, 0.62084]]}

=====

# 2
{"formula": "C32H29F8IrN3O2", "method": "ωB97M-V/def2-TZVPD", "multiplicity": 2, "lumo_energy_ha": [-0.0103, -0.0123], "s_squared": 0.785, "gap_ev": [5.5, 7.3], "species": ["Ir", "C", "N", "C", "C", "C", "N", "C", "C", "C", "C", "C", "C", "C", "O", "C", "C", "C", "N", "C", "C", "C", "C", "C", "C", "C", "O", "H", "H", "H", "H", "H", "H", "H", "H", "H", "H", "H", "H", "H", "H", "H", "H", "H", "H", "H", "H", "H", "H", "H", "H", "H", "F", "C", "F", "F", "C", "C", "C", "C", "C", "C", "C", "C", "H", "H", "H", "H", "F", "C", "F", "C", "F", "F", "F"], "xyz": [[-1.21868, 1.17427, 1.13895], [-3.90082, -0.30506, 2.53315], [-3.26494, -0.29441, 1.21330], [-4.23102, 0.21115, 0.22039], [-4.71049, 1.64683, 0.41306], [-3.62101, 2.72348, 0.20165], [-2.38074, 2.15569, -0.27577], [-1.77169, 2.79197, -1.26759], [-0.92812, 2.26010, -2.25962], [-0.66756, 3.08572, -3.38578], [-0.08455, 2.60886, -4.52821], [0.28266, 1.26926, -4.61442], [0.14250, 0.46106, -3.49751], [-0.40174, 0.94261, -2.32059], [-0.41399, 0.14750, -1.16926], [-2.91959, -1.66508, 0.80300], [-1.57887, -2.27310, 1.27196], [-0.77556, -1.60121, 2.39049], [-0.05324, -0.44177, 1.92424], [1.20090, -0.31656, 2.30991], [2.12536, 0.72540, 2.06635], [3.44349, 0.55905, 2.52554], [4.38438, 1.56583, 2.46089], [4.04208, 2.81056, 1.93117], [2.77911, 3.01066, 1.42363], [1.80066, 1.98256, 1.41186], [0.69994, 2.19070, 0.81450], [-4.85171, -0.85210, 2.50689], [-4.09603, 0.70820, 2.86662], [-3.24973, -0.76933, 3.26599], [-5.12030, -0.44270, 0.22994], [-3.76226, 0.14181, -0.76396], [-5.15455, 1.76036, 1.39902], [-5.50201, 1.79948, -0.32258], [-3.45843, 3.27550, 1.13103], [-3.98529, 3.44449, -0.53776], [-2.06382, 3.83027, -1.43178], [-0.98285, 4.11628, -3.32774], [0.07934, 3.26356, -5.36890], [0.69680, 0.86534, -5.52388], [0.46364, -0.56627, -3.54555], [-2.89490, -1.66825, -0.28953], [-3.73549, -2.33398, 1.11281], [-0.90633, -2.33182, 0.41327], [-1.78608, -3.29427, 1.59494], [-0.06465, -2.35375, 2.75498], [-1.40825, -1.31489, 3.23611], [1.59591, -1.10426, 2.95383], [3.71939, -0.39015, 2.95978], [5.38195, 1.39667, 2.83847], [4.76782, 3.60959, 1.90756], [2.47714, 3.96268, 1.01335], [5.86996, -4.22324, -4.54242], [5.22401, -5.02241, -3.66462], [4.79473, -6.08033, -4.37839], [6.16237, -5.48572, -2.82718], [4.10548, -4.29859, -2.98200], [2.97269, -3.98849, -3.73047], [1.98545, -3.20974, -3.17137], [2.10788, -2.73186, -1.85791], [3.21681, -3.11087, -1.09753], [4.21555, -3.87712, -1.66218], [1.16227, -1.77973, -1.41856], [0.37094, -0.88698, -1.21975], [2.87963, -4.34858, -4.74436], [1.11990, -2.94101, -3.75604], [3.30986, -2.77558, -0.07648], [5.09919, -4.13269, -1.09791], [-1.21406, 3.78138, 2.71025], [-1.63252, 2.49983, 2.99673], [-2.96380, 2.67204, 3.36653], [-0.90874, 2.06933, 4.27133], [-1.16411, 2.81735, 5.35628], [-1.27112, 0.81287, 4.60209], [0.41988, 2.06160, 4.11576]]}

=====

# 3
{"formula": "C3H2N2OS2", "method": "ωB97M-V/def2-TZVPD", "lumo_energy_ha": -0.0623, "smiles": "S=c1cnonc1S", "gap_ev": 7.8, "e_above_lowest_kcal_mol": 71.0, "species": ["S", "C", "C", "N", "O", "N", "C", "S", "H", "H"], "xyz": [[1.55110, 1.69358, 0.00058], [0.30663, 0.63775, -0.00726], [-1.06205, 1.04311, -0.00463], [-2.07899, 0.26421, 0.00165], [-1.86184, -1.07549, -0.00320], [-0.60978, -1.60788, 0.00331], [0.41975, -0.83190, 0.00116], [1.96493, -1.67218, -0.00163], [-1.28692, 2.10567, 0.00934], [2.65717, -0.55686, 0.00068]]}

=====

# 4
{"formula": "C4H5NO2", "method": "ωB97M-V/def2-TZVPD", "lumo_energy_ha": 0.0220, "smiles": "O=C1NC[C@H]2O[C@@H]12", "gap_ev": 10.6, "e_above_lowest_kcal_mol": 65.5, "species": ["O", "C", "N", "C", "C", "O", "C", "H", "H", "H", "H", "H"], "xyz": [[0.94814, 2.32689, 0.47215], [0.59257, 1.17124, 0.36663], [1.27595, 0.14697, -0.22522], [0.45977, -1.04366, -0.19995], [-0.98670, -0.49046, -0.32068], [-1.63838, -0.73296, 0.85670], [-0.87918, 0.67310, 0.54652], [2.03052, 0.30275, -0.87682], [0.52750, -1.50436, 0.79734], [0.71462, -1.77461, -0.95793], [-1.45756, -0.50281, -1.29868], [-1.58726, 1.42791, 0.83994]]}

=====

# 5
{"formula": "C30H59BaN11O6P2S6", "method": "ωB97M-V/def2-TZVPD", "lumo_energy_ha": -0.0100, "gap_ev": 6.2, "e_above_lowest_kcal_mol": 21.4, "species": ["Ba", "C", "P", "C", "C", "C", "P", "C", "C", "H", "H", "H", "H", "H", "H", "H", "H", "H", "H", "H", "H", "H", "H", "H", "H", "S", "S", "S", "S", "N", "C", "C", "C", "C", "N", "C", "N", "N", "C", "O", "O", "H", "H", "H", "H", "H", "H", "H", "H", "H", "H", "H", "H", "H", "H", "C", "C", "S", "O", "O", "C", "C", "N", "C", "N", "C", "C", "N", "O", "O", "C", "H", "H", "H", "H", "H", "H", "H", "H", "H", "H", "H", "H", "H", "N", "C", "N", "C", "C", "C", "C", "C", "H", "H", "H", "H", "H", "H", "H", "H", "H", "H", "C", "N", "C", "C", "N", "C", "S", "H", "H", "H", "H", "H", "H"], "xyz": [[0.53436, 0.90510, 0.39535], [-3.12205, -1.29321, -0.72690], [-2.57875, -0.51404, 0.84263], [-3.84518, 0.79976, 1.02447], [-3.15663, -1.75367, 2.06880], [-2.87155, -1.34111, 3.52441], [-1.33768, -2.11602, 4.21666], [-0.06759, -1.20441, 3.25429], [-1.24926, -1.15285, 5.78518], [-4.18285, -1.55486, -0.70464], [-2.53913, -2.20175, -0.89272], [-2.94412, -0.61441, -1.56345], [-4.85970, 0.39911, 0.96471], [-3.71216, 1.53867, 0.23191], [-3.71075, 1.31268, 1.97703], [-2.66060, -2.70000, 1.82974], [-4.22893, -1.90428, 1.90881], [-3.69422, -1.66571, 4.16614], [-2.80125, -0.25128, 3.62697], [-0.28598, -0.13101, 3.22433], [-0.01963, -1.62153, 2.24457], [0.91295, -1.33575, 3.71354], [-1.35049, -0.07910, 5.60905], [-0.29235, -1.33915, 6.27404], [-2.04115, -1.47434, 6.46282], [2.76184, 0.97541, 2.72492], [4.36142, 0.06715, 1.79204], [4.82602, 1.16289, 0.11323], [3.30005, 0.99311, -1.26827], [-1.10396, 2.47480, 3.89143], [0.04772, 3.33870, 3.60964], [0.30889, 4.40520, 4.67987], [1.36831, 5.47017, 4.35018], [2.73234, 4.97573, 3.87305], [2.79782, 4.20368, 2.63416], [2.71037, 4.65285, 1.39335], [3.26098, 3.94420, 0.40794], [2.11130, 5.84275, 1.14057], [-0.16201, 3.93658, 2.20775], [-0.53277, 5.11353, 2.09239], [0.11418, 3.16060, 1.23838], [-1.93095, 3.04866, 4.03028], [-0.94697, 1.97772, 4.76222], [0.91529, 2.68157, 3.53734], [0.59009, 3.88731, 5.60271], [-0.63153, 4.92675, 4.87398], [1.57412, 6.04718, 5.25560], [0.95329, 6.17390, 3.62956], [3.17956, 4.32257, 4.62628], [3.38741, 5.84591, 3.76369], [3.01891, 3.19797, 2.72170], [3.77823, 3.08504, 0.60583], [2.82990, 3.96208, -0.50332], [1.17138, 5.93498, 1.55153], [2.15514, 6.13582, 0.17625], [-3.30148, -1.05467, -6.74879], [-3.98562, 0.26165, -6.41677], [-3.06857, 1.26521, -5.27256], [-2.73253, 0.45025, -4.12963], [-3.78075, 2.50334, -5.09206], [-1.54220, 1.64806, -6.12966], [-0.88044, 2.89090, -5.53467], [-0.80125, 2.86662, -4.07662], [-0.12894, 1.94397, -3.34185], [-0.40549, 2.05502, -2.05806], [-1.30970, 3.07031, -1.93443], [-1.56779, 3.57656, -3.16692], [-2.37224, 4.71939, -3.47426], [-3.15506, 5.07367, -2.62079], [-2.19225, 5.28532, -4.54162], [0.77491, 0.91625, -3.91970], [-3.96625, -1.66967, -7.35382], [-3.06107, -1.60016, -5.83742], [-2.38452, -0.90179, -7.31887], [-4.93353, 0.10923, -5.89630], [-4.17803, 0.88517, -7.29027], [-1.78779, 1.84889, -7.17367], [-0.91523, 0.76061, -6.07196], [-1.43542, 3.77918, -5.80978], [0.12829, 2.98498, -5.93802], [-1.66934, 3.41910, -0.97956], [1.29093, 1.28162, -4.80755], [0.20499, 0.02140, -4.18009], [1.52716, 0.64050, -3.18131], [1.19973, -1.81609, -0.33833], [2.14963, -2.31494, 0.11407], [3.18898, -2.92060, 0.59727], [4.47998, -2.90126, -0.09704], [4.93613, -4.34672, -0.33563], [4.35156, -5.28426, 0.73251], [4.22380, -4.55922, 2.07011], [3.16846, -3.45400, 1.96936], [5.18413, -2.35822, 0.53545], [4.36954, -2.32368, -1.01340], [6.02753, -4.37267, -0.30148], [4.63953, -4.68295, -1.33068], [4.97176, -6.17567, 0.83128], [3.35763, -5.62171, 0.42514], [5.19051, -4.13388, 2.35289], [3.93484, -5.24665, 2.86530], [3.36588, -2.63986, 2.67163], [2.16810, -3.85021, 2.14801], [-1.59487, -7.25476, -0.11425], [-1.07224, -6.10010, -0.81349], [-0.96632, -5.96843, -2.18949], [-0.46124, -4.74422, -2.43386], [-0.27724, -4.13574, -1.20906], [-0.64586, -4.96251, -0.19868], [-0.60143, -4.65417, 1.45331], [-1.35226, -8.15261, -0.67907], [-2.67549, -7.17779, 0.00876], [-1.13538, -7.29556, 0.87008], [-1.25267, -6.75775, -2.86062], [-0.21754, -4.25873, -3.36094], [0.13237, -3.21762, -1.04417]]}

=====

Respective strongest force on any atom values: 0.062, 0.060, 0.017, 0.036, 0.013 hartree/bohr.